Record 1
Below is a structure of composition C37H30F5MoN4O4S, with properties calculated with ωB97M-V/def2-TZVPD.

Element x y z (Å)
Mo -0.221 0.649 -0.108
S 0.776 -0.184 1.946
F -1.311 2.550 5.729
F 3.206 1.356 6.104
F 1.009 2.554 7.127
F 3.099 0.159 3.707
F -1.448 1.334 3.366
O -0.846 -1.157 -0.093
O -1.801 -2.136 1.697
O 3.165 0.592 -0.442
O -0.150 3.172 -2.225
N -0.338 2.584 1.021
N 1.273 1.773 -1.070
N -0.493 0.070 -2.264
N -1.946 1.542 -0.708
C -0.282 1.330 4.008
C 0.828 0.712 3.445
C -1.709 0.372 -2.757
C -1.218 -0.703 -4.817
C -1.069 4.660 2.732
C 0.238 4.251 2.625
C 2.647 1.487 -1.069
C -1.123 -2.245 0.722
C 1.999 0.729 4.191
C 0.773 -3.905 2.356
C 0.551 -5.843 -0.903
C -2.522 2.464 0.080
C -0.980 -3.970 -1.058
C -4.498 2.400 -1.244
C 3.364 2.474 -1.970
C -1.612 3.045 1.080
C 2.245 3.251 -2.665
C 0.948 1.954 5.951
C 1.654 -1.146 -2.423
C 1.192 -7.060 -1.522
C 2.058 2.882 1.677
C -0.556 -3.526 0.201
C 0.974 2.771 -1.995
C -3.811 2.893 -0.152
C -2.087 -3.275 -1.823
C 2.067 1.342 5.425
C 0.904 -5.414 0.369
C -2.102 0.012 -4.024
C 0.597 3.210 1.770
C -2.014 4.043 1.931
C -0.419 -5.122 -1.591
C -2.557 1.163 -1.847
C -0.003 -1.070 -4.286
C -3.846 1.554 -2.124
C -0.231 1.949 5.237
C 0.354 -4.277 0.953
C 0.343 -0.689 -2.991
H -1.351 5.452 3.415
H -2.653 -4.008 -2.399
H -2.782 -2.761 -1.159
H -1.689 -2.548 -2.523
H 2.263 1.848 1.433
H 1.015 4.731 3.206
H 1.999 -6.760 -2.198
H 3.994 3.108 -1.344
H 2.326 4.332 -2.566
H -0.045 -3.450 2.912
H 2.177 3.032 -3.730
H 1.621 -5.996 0.943
H -3.077 0.286 -4.399
H -1.488 -0.981 -5.828
H 2.511 3.519 0.909
H -4.339 1.213 -3.022
H 1.604 -3.198 2.338
H 2.465 -0.509 -2.779
H 4.027 1.941 -2.647
H 2.545 3.123 2.622
H 0.691 -1.679 -4.854
H 1.673 -1.143 -1.342
H -3.053 4.343 1.974
H 1.625 -7.712 -0.763
H -0.775 -5.484 -2.553
H -5.520 2.705 -1.434
H 1.106 -4.794 2.891
H 1.863 -2.160 -2.765
H 0.471 -7.634 -2.109
H -4.274 3.623 0.496

The calculated total energy comes out at -79282.563 eV. The frontier orbital gap (spin up / spin down) is 6.86 / 6.21 eV. For the LUMO energy (spin up / spin down), the calculation gives -3.780 / -4.637 eV. As for the charge: +1. Its spin multiplicity is 3.

Results of the Mulliken charge analysis, in e, for atoms 1 through 4: number 1, Mo, carries -1.721; number 2, S, carries 0.141; number 3, F, carries -0.349; number 4, F, carries -0.295

---

Record 2
Below is a structure of composition C32H35GaIN5O2S, with properties calculated with ωB97M-V/def2-TZVPD.

Element x y z (Å)
I -13.608 13.272 11.202
Ga -14.546 10.544 10.072
S -12.866 10.991 7.187
O -13.132 10.620 8.631
O -13.810 7.890 14.386
N -12.121 6.428 14.481
N -14.991 8.593 9.751
N -12.778 9.948 11.178
N -15.700 10.340 11.938
N -17.123 8.844 10.702
C -15.616 13.729 10.803
C -16.248 8.232 9.848
C -17.680 13.543 9.525
C -17.631 10.469 13.857
C -18.435 12.833 8.574
C -14.136 7.944 8.963
C -14.391 10.626 6.354
C -12.967 12.795 7.059
C -11.515 10.332 10.996
C -18.132 11.602 8.101
C -16.891 11.012 8.542
C -16.723 7.137 9.041
C -16.013 11.676 9.347
C -16.436 11.148 14.049
C -16.374 12.961 9.896
C -10.783 8.949 12.811
C -12.982 5.679 15.391
C -12.679 7.562 14.083
C -12.054 8.458 12.996
C -14.163 4.912 14.709
C -14.460 6.787 8.362
C -16.107 14.901 11.393
C -15.499 11.015 13.080
C -11.076 4.907 12.921
C -10.836 5.867 14.033
C -17.831 9.761 12.701
C -16.846 9.691 11.772
C -13.011 9.020 12.132
C -18.144 14.699 10.196
C -17.384 15.334 11.112
C -15.792 6.420 8.372
C -10.514 9.890 11.811
H -12.187 13.327 7.664
H -19.089 15.135 9.950
H -15.193 11.101 6.921
H -15.411 15.433 12.059
H -13.954 13.111 7.373
H -16.720 10.037 8.136
H -18.048 8.519 10.671
H -16.168 11.668 14.950
H -16.136 5.512 7.895
H -13.752 4.114 14.119
H -10.012 8.610 13.451
H -13.176 8.426 8.810
H -17.726 16.263 11.606
H -13.979 8.617 12.238
H -14.836 4.585 15.484
H -14.346 11.102 5.419
H -14.663 5.700 14.089
H -10.225 5.416 14.862
H -18.778 11.149 7.377
H -17.773 6.834 9.005
H -13.759 6.136 7.827
H -14.624 9.605 6.247
H -10.180 4.347 12.701
H -10.205 6.710 13.640
H -11.290 11.020 10.194
H -12.880 12.931 5.993
H -9.479 10.207 11.586
H -18.777 9.182 12.505
H -14.546 11.490 13.180
H -18.467 10.507 14.586
H -11.468 5.423 12.062
H -19.378 13.278 8.318
H -13.450 6.432 16.064
H -11.779 4.119 13.184
H -12.363 5.032 15.993

The calculated total energy comes out at -116597.547 eV. The frontier orbital gap is 8.05 eV. For the LUMO energy, the calculation gives -5.108 eV. As for the charge: +2. The calculation puts the energy relative to the best compared isomer or geometry (same formula, charge and spin) at 0.0 kcal per mole.

Results of the Mulliken charge analysis, in e, for atoms 1 through 4: number 1, I, carries 0.114; number 2, Ga, carries 0.611; number 3, S, carries 0.264; number 4, O, carries -0.220

---

Record 3
Below is a cluster of 2 separate species, C4H4BrNO in total, with properties calculated with ωB97M-V/def2-TZVPD.

Element x y z (Å)
Br 2.566 1.195 0.337
O -1.160 -0.488 1.131
N 1.847 -2.295 0.136
C 1.553 -1.252 -0.180
C 1.226 0.091 -0.454
C -1.709 0.107 -0.122
C -0.543 0.580 0.580
H -0.532 1.528 1.027
H -1.474 -0.520 -0.950
H 0.910 0.378 -1.352
H -2.685 0.678 -0.153

The calculated total energy comes out at -77788.641 eV. The frontier orbital gap is 10.02 eV. For the LUMO energy, the calculation gives 0.395 eV. The calculation puts the energy relative to the best compared isomer or geometry (same formula, charge and spin) at 87.4 kcal per mole.

Results of the natural (NBO) charge analysis, in e, for atoms 1 through 4: number 1, Br, carries 0.074; number 2, O, carries -0.442; number 3, N, carries -0.271; number 4, C, carries 0.206

---

Record 4
Below is the molecule C14H15ClN2O4S, with properties calculated with ωB97M-V/def2-TZVPD.

Element x y z (Å)
Cl -3.937 0.154 1.991
S -0.590 -2.030 0.276
O 0.470 2.150 2.123
O 0.257 -1.771 -0.862
O 0.020 -2.668 1.399
O 4.133 0.641 1.158
N 1.102 0.758 0.459
N -1.312 -0.635 0.843
C 4.119 0.128 -1.005
C -3.803 1.574 -1.719
C 5.249 -0.479 -0.405
C 2.203 1.582 -0.010
C -4.206 1.294 -0.426
C -1.752 0.386 -1.338
C 0.359 1.100 1.527
C -2.026 -2.976 -0.267
C 5.201 -0.132 0.909
C -2.582 1.108 -2.177
C -0.671 0.044 1.949
C -2.132 0.108 -0.029
C -3.383 0.554 0.407
C 3.475 0.804 -0.009
H 2.267 2.433 0.674
H -2.687 -3.077 0.584
H -1.415 0.533 2.582
H 3.827 0.073 -2.033
H -5.162 1.635 -0.059
H 1.993 1.937 -1.024
H 5.987 -1.086 -0.887
H -0.164 -0.729 2.532
H 5.844 -0.361 1.736
H -2.267 1.315 -3.188
H 1.003 -0.150 0.025
H -0.801 0.021 -1.691
H -4.446 2.149 -2.367
H -2.501 -2.441 -1.078
H -1.675 -3.945 -0.599

The calculated total energy comes out at -49288.781 eV. The frontier orbital gap is 9.00 eV. For the LUMO energy, the calculation gives 0.452 eV. The calculation puts the energy relative to the best compared isomer or geometry (same formula, charge and spin) at 15.4 kcal per mole.

Results of the natural (NBO) charge analysis, in e, for atoms 1 through 4: number 1, Cl, carries 0.024; number 2, S, carries 2.314; number 3, O, carries -0.620; number 4, O, carries -0.957

---

Record 5
Below is a cluster of 10 separate species, C32H90N6O10 in total, with properties calculated with ωB97M-V/def2-TZVPD.

Element x y z (Å)
O 4.443 3.313 0.417
O 2.155 1.208 3.767
O 5.604 3.277 -3.613
O 1.210 0.577 -0.454
O -3.805 1.313 -1.350
O 0.408 -3.959 -2.964
O -2.919 0.790 3.772
O -4.243 -4.151 2.958
O -1.218 6.592 2.264
O -2.703 -4.802 0.697
N -5.907 1.275 1.631
N -5.546 -4.050 -1.506
N -0.262 0.494 2.244
N 8.052 3.011 -0.292
N -2.118 -4.832 -4.077
N 4.816 0.519 -2.639
C -1.331 -1.544 1.411
C 5.513 2.103 -4.387
C -3.392 -4.329 -0.456
C -1.130 5.251 2.746
C -4.888 -4.476 -0.264
C 6.683 2.634 0.149
C 6.714 4.101 -3.881
C 6.819 1.714 1.379
C 1.396 -3.121 -2.410
C -1.315 -4.072 -6.294
C -3.679 2.146 -2.486
C -3.462 2.868 4.864
C -0.161 -0.567 1.222
C 1.255 1.943 -0.689
C 4.331 1.257 -3.867
C -5.340 -5.918 0.050
C 3.152 1.093 2.735
C -5.266 -0.634 0.304
C -4.885 0.803 0.710
C -0.135 -3.437 -4.170
C 3.897 -0.212 2.987
C 5.777 3.833 0.356
C -2.826 -4.387 4.852
C -2.619 2.175 3.785
C -3.554 -3.381 3.936
C -1.332 -5.153 0.578
C -4.787 1.780 -0.466
C -0.056 -0.006 -0.186
C 3.008 1.915 -3.516
C -0.189 4.443 1.878
C -0.942 -4.493 -4.878
C 3.590 4.205 1.109
H -0.704 3.904 1.084
H 6.974 2.347 2.260
H 8.502 2.194 -0.686
H 0.590 5.056 1.418
H -4.601 2.772 -0.034
H -0.090 1.391 1.789
H 5.890 4.589 -0.424
H -1.997 -4.789 -6.759
H -4.591 2.326 -3.064
H 0.443 3.768 2.466
H -1.567 2.421 3.954
H -5.761 2.238 1.943
H -6.371 -5.911 0.389
H 6.317 1.989 -0.657
H -4.688 -6.395 0.783
H -1.380 -2.323 0.651
H -1.766 -5.001 -3.139
H -3.394 3.142 -2.121
H -4.253 -2.818 4.546
H -0.326 -0.832 -0.849
H 6.779 4.904 -3.153
H 1.765 -3.732 -1.584
H 4.658 -0.408 2.226
H -4.390 -0.975 -0.255
H 0.623 0.452 2.748
H -5.211 -6.509 -0.861
H -5.087 -4.420 -2.339
H 2.178 1.207 -3.531
H 2.294 -2.889 -2.992
H 4.202 0.394 -4.523
H 7.607 3.467 -3.887
H 2.775 0.939 1.720
H -4.463 3.020 4.455
H 3.946 5.235 1.027
H -3.927 0.730 1.243
H 6.460 1.561 -4.345
H 7.947 3.651 -1.076
H -5.311 -3.831 0.506
H 6.684 4.566 -4.873
H -5.374 -1.208 1.224
H -1.966 6.698 1.675
H -1.012 -1.991 2.355
H 0.797 -1.075 1.384
H 3.261 -1.096 2.908
H 5.881 1.178 1.490
H -5.752 0.853 2.548
H 2.558 1.785 4.421
H -3.565 2.250 5.753
H -2.013 -3.907 5.409
H 2.735 2.678 -4.255
H -0.719 -4.274 0.363
H -1.064 -6.061 0.038
H -3.544 -4.936 5.454
H 5.264 2.341 -5.428
H 2.270 2.336 -0.652
H -2.884 1.742 -3.107
H 7.687 1.057 1.412
H -2.139 4.827 2.709
H 0.663 2.574 -0.015
H 3.790 1.974 2.767
H -2.326 -1.120 1.542
H -0.844 0.745 -0.321
H -5.761 1.756 -0.971
H 2.962 2.435 -2.566
H 1.067 -2.160 -2.003
H -2.278 0.367 3.179
H 4.829 1.220 -1.903
H 2.568 4.121 0.751
H 4.375 -0.248 3.967
H -0.926 5.328 3.815
H 0.638 -2.998 -4.809
H -1.864 -3.127 -6.300
H -0.226 -5.326 -4.935
H 6.042 4.279 1.319
H -6.155 -0.713 -0.318
H 3.575 4.043 2.194
H 4.110 -0.162 -2.383
H -3.119 -3.303 -0.722
H -1.136 -5.299 1.647
H -3.107 -4.974 -1.298
H -2.869 2.627 2.818
H -5.323 -3.061 -1.629
H -3.060 3.849 5.115
H -3.647 -4.755 2.497
H -2.199 -5.082 4.282
H -0.522 -3.971 -7.037
H -2.583 -5.688 -4.353
H -2.769 -2.756 3.511
H -0.789 -2.599 -3.882
H 0.895 2.288 -1.669

The calculated total energy comes out at -64053.383 eV. The frontier orbital gap is 9.51 eV. For the LUMO energy, the calculation gives 0.330 eV. The calculation puts the energy relative to the best compared isomer or geometry (same formula, charge and spin) at 42.2 kcal per mole.

Results of the Mulliken charge analysis, in e, for atoms 1 through 4: number 1, O, carries -0.003; number 2, O, carries -0.619; number 3, O, carries -0.174; number 4, O, carries -0.017

---

| no. | strongest force on any atom (eV/Å) |
| --- | --- |
| 1 | 1.9 |
| 2 | 2.7 |
| 3 | 6.2 |
| 4 | 1.0 |
| 5 | 2.8 |